(1)
ORCA calculation (ωB97M-V/def2-TZVPD) on one molecule with the formula C5H7NO4 at a distorted geometry.

## Properties
Structure (SMILES) ... O=C1CC=N[C@@H](O)C1(O)O
Kohn-Sham gap ... 9.20 eV

The geometry in XYZ format:
```
17
Properties=species:S:1:pos:R:3:nbo_charge:R:1
O 0.057 -1.112 1.927 -0.56
C 0.472 -0.637 0.888 0.55
C 0.993 -1.374 -0.335 -0.60
C 0.254 -1.027 -1.575 0.19
N -0.554 -0.118 -1.734 -0.42
C -1.017 0.681 -0.699 0.24
O -2.295 0.277 -0.229 -0.73
C 0.254 0.779 0.613 0.40
O 1.366 1.349 0.023 -0.75
O -0.334 1.490 1.642 -0.72
H 0.888 -2.453 -0.030 0.25
H 1.993 -1.149 -0.307 0.26
H 0.368 -1.627 -2.509 0.19
H -1.042 1.706 -0.891 0.17
H -2.419 -0.008 0.709 0.50
H 1.600 2.322 0.095 0.52
H -0.583 0.900 2.411 0.51
```


(2)
ORCA calculation (ωB97M-V/def2-TZVPD) on one molecule with the formula C5H7NO4 at a distorted geometry.

## Properties
Structure (SMILES) ... N/C=C(/CO)C(=O)C(=O)O
Kohn-Sham gap ... 8.72 eV

The geometry in XYZ format:
```
17
Properties=species:S:1:pos:R:3:nbo_charge:R:1
N -0.777 -1.793 1.079 -0.86
C -1.808 -0.951 1.269 0.11
C -1.786 0.402 1.013 -0.23
C -3.063 1.202 0.905 -0.07
O -4.130 0.366 0.515 -0.72
C -0.570 1.118 0.744 0.44
O -0.410 2.318 0.954 -0.50
C 0.716 0.317 0.472 0.72
O 1.707 0.403 1.151 -0.53
O 0.736 -0.287 -0.832 -0.74
H -0.650 -2.573 1.706 0.40
H -0.181 -1.814 0.157 0.43
H -2.781 -1.433 1.362 0.21
H -2.925 2.020 0.176 0.18
H -3.272 1.679 1.878 0.18
H -4.958 0.766 0.791 0.48
H 1.639 -0.565 -1.050 0.50
```


(3)
ORCA calculation (ωB97M-V/def2-TZVPD) on one molecule with the formula C5H7NOS at a distorted geometry.

## Properties
Structure (SMILES) ... C1S[C@H]2O[C@@H]1[C@H]1N[C@H]12
Kohn-Sham gap ... 9.69 eV

The geometry in XYZ format:
```
15
Properties=species:S:1:pos:R:3:nbo_charge:R:1
C 1.094 0.857 -0.798 -0.57
S 1.437 -0.837 -0.132 0.18
C 0.084 -0.438 1.055 -0.08
O 0.043 0.985 1.190 -0.52
C -0.203 1.436 -0.133 0.04
C -1.413 0.485 -0.657 -0.13
N -1.493 -0.992 -0.847 -0.58
C -1.351 -0.703 0.546 -0.10
H 1.004 0.790 -1.951 0.22
H 2.035 1.585 -0.721 0.23
H 0.296 -1.038 2.012 0.24
H -0.274 2.626 -0.030 0.26
H -2.409 0.964 -0.812 0.21
H -0.547 -1.475 -1.212 0.37
H -2.264 -0.809 1.157 0.22
```


(4)
ORCA calculation (ωB97M-V/def2-TZVPD) on a 2-piece molecular cluster, C5H7NOS overall at a distorted geometry.

## Properties
Kohn-Sham gap ... 8.61 eV

The geometry in XYZ format:
```
15
Properties=species:S:1:pos:R:3:nbo_charge:R:1
C -0.689 -0.879 -1.473 -0.52
C -1.283 -0.189 -0.337 -0.45
C -0.064 0.217 0.468 0.18
C 0.740 -0.417 1.550 -0.35
C 1.695 0.523 1.860 0.14
H -0.186 1.891 -1.631 0.18
H 0.183 -1.616 -1.398 0.23
H -1.390 -1.546 -1.835 0.21
H -1.828 -0.917 0.193 0.23
H -1.808 0.684 -0.717 0.25
H 0.265 -1.300 2.388 0.24
H 2.461 0.350 2.388 0.19
N 0.363 1.408 0.282 -0.14
O 1.545 1.522 0.985 -0.28
S -0.003 0.268 -2.725 -0.12
```


(5)
ORCA calculation (ωB97M-V/def2-TZVPD) on one molecule with the formula C5H7NS at a distorted geometry.

## Properties
Structure (SMILES) ... CS/C=C\[C@H]1C=N1
Kohn-Sham gap ... 9.22 eV

The geometry in XYZ format:
```
14
Properties=species:S:1:pos:R:3:nbo_charge:R:1
C 2.040 -1.565 -1.250 -0.68
S 0.149 -1.157 -1.328 0.13
C -0.035 -0.966 0.460 -0.35
C -0.407 0.191 0.982 -0.22
C -1.016 1.320 0.196 -0.17
C -2.267 1.911 0.760 0.05
N -1.295 2.693 0.711 -0.31
H 2.285 -0.798 -2.040 0.23
H 2.301 -2.587 -1.408 0.22
H 2.262 -1.185 -0.260 0.22
H 0.442 -1.747 1.050 0.22
H -0.214 0.430 2.089 0.22
H -0.906 1.354 -0.860 0.21
H -3.341 2.108 0.899 0.22
```


(6)
ORCA calculation (ωB97M-V/def2-TZVPD) on one molecule with the formula C5H7NS at a distorted geometry.

## Properties
Structure (SMILES) ... CSn1cccc1
Kohn-Sham gap ... 8.95 eV

The geometry in XYZ format:
```
14
Properties=species:S:1:pos:R:3:nbo_charge:R:1
C 0.682 -2.353 -0.982 -0.74
S -0.446 -1.072 -1.686 0.36
N -0.193 0.032 -0.225 -0.48
C 0.421 1.296 -0.401 -0.05
C 0.105 2.128 0.505 -0.31
C -0.880 1.402 1.275 -0.28
C -1.087 0.142 0.731 -0.09
H 0.574 -3.327 -1.343 0.23
H 1.644 -1.835 -1.142 0.22
H 0.536 -2.205 0.302 0.23
H 1.095 1.605 -1.311 0.22
H 0.488 3.139 0.619 0.23
H -1.414 1.775 2.246 0.22
H -1.527 -0.725 1.412 0.23
```


(7)
ORCA calculation (ωB97M-V/def2-TZVPD) on one molecule with the formula C5H7NS at a distorted geometry.

## Properties
Structure (SMILES) ... C1=N[C@@H]2S[C@@H]2CC1
Kohn-Sham gap ... 9.67 eV

The geometry in XYZ format:
```
14
Properties=species:S:1:pos:R:3:nbo_charge:R:1
C 1.565 0.038 0.134 0.16
N 1.371 -1.199 0.191 -0.41
C -0.009 -1.600 -0.005 -0.19
S -0.626 -1.463 -1.667 0.08
C -1.178 -0.631 -0.057 -0.25
C -0.897 0.853 0.158 -0.43
C 0.578 1.158 -0.021 -0.50
H 2.557 0.406 0.363 0.17
H -0.199 -2.504 0.515 0.21
H -2.103 -1.107 0.221 0.24
H -1.312 1.065 1.113 0.22
H -1.587 1.571 -0.442 0.22
H 1.055 1.940 0.557 0.23
H 0.783 1.472 -1.061 0.24
```


(8)
ORCA calculation (ωB97M-V/def2-TZVPD) on one molecule with the formula C5H7NS at a distorted geometry.

## Properties
Structure (SMILES) ... [H]/N=C1/C=C(C)CS1
Kohn-Sham gap ... 9.61 eV

The geometry in XYZ format:
```
14
Properties=species:S:1:pos:R:3:nbo_charge:R:1
H 3.708 -1.108 0.237 0.38
N 2.717 -1.436 0.006 -0.67
C 1.717 -0.685 -0.055 0.22
C 0.309 -0.991 -0.178 -0.32
C -0.537 0.029 -0.075 0.13
C -2.009 -0.087 0.075 -0.65
C 0.015 1.412 -0.012 -0.58
S 1.823 1.209 0.019 0.12
H -0.018 -1.930 0.017 0.22
H -2.333 0.728 0.662 0.23
H -2.241 -1.132 0.254 0.23
H -2.467 0.107 -0.832 0.23
H -0.316 1.857 -0.966 0.24
H -0.368 2.027 0.848 0.24
```


(9)
ORCA calculation (ωB97M-V/def2-TZVPD) on an isolated ion of composition C5H7O3 and charge -1 at a distorted geometry.

## Properties
Structure (SMILES) ... O=CCCCC(=O)[O-]
Kohn-Sham gap ... 8.15 eV
Charge ... -1

The geometry in XYZ format:
```
15
Properties=species:S:1:pos:R:3:nbo_charge:R:1
O -0.494 3.210 -0.382 -0.58
C -0.109 2.061 -0.298 0.46
C -1.047 0.880 -0.395 -0.52
C -1.101 -0.011 0.864 -0.37
C 0.171 -0.866 1.127 -0.52
C 0.757 -1.680 -0.071 0.76
O 0.849 -2.914 0.063 -0.77
O 1.168 -0.955 -1.016 -0.81
H 0.963 1.894 -0.139 0.12
H -2.056 1.281 -0.542 0.20
H -0.711 0.320 -1.262 0.27
H -1.408 0.500 1.778 0.19
H -1.937 -0.700 0.672 0.19
H 0.980 -0.237 1.500 0.19
H -0.150 -1.547 1.928 0.19
```


(10)
ORCA calculation (ωB97M-V/def2-TZVPD) on an isolated ion of composition C5H7O3 and charge -1 at a distorted geometry.

## Properties
Structure (SMILES) ... C[C@H]1O[C@]1(C)C(=O)[O-]
Kohn-Sham gap ... 7.87 eV
Charge ... -1

The geometry in XYZ format:
```
15
Properties=species:S:1:pos:R:3:nbo_charge:R:1
C -1.629 -0.769 0.510 -0.64
C -0.209 -0.925 0.140 0.03
O 0.237 -1.009 -1.184 -0.50
C 0.693 0.117 -0.400 0.10
C 0.017 1.448 -0.720 -0.65
C 2.102 0.003 0.305 0.75
O 2.380 0.890 1.089 -0.76
O 2.683 -1.068 0.037 -0.77
H -2.342 -0.337 -0.234 0.21
H -1.755 -0.073 1.454 0.20
H -2.013 -1.709 0.906 0.21
H 0.371 -1.545 0.735 0.19
H 0.767 2.197 -0.919 0.22
H -0.842 1.748 0.005 0.20
H -0.459 1.033 -1.723 0.21
```


(11)
ORCA calculation (ωB97M-V/def2-TZVPD) on an isolated ion of composition C5H7O4P and charge -2 at a distorted geometry.

## Properties
Kohn-Sham gap ... 4.59 eV
Charge ... -2

The geometry in XYZ format:
```
17
Properties=species:S:1:pos:R:3:nbo_charge:R:1
C 0.791 -0.134 -0.450 -0.44
C -0.328 -0.549 0.607 -0.47
C 0.960 1.285 -0.619 -0.99
C -1.603 0.094 0.061 0.01
C -2.875 -0.209 0.687 0.19
O -4.036 0.186 -1.427 -1.08
O -5.215 -1.448 0.108 -1.21
O -5.297 1.052 0.662 -1.18
O -2.330 0.980 0.909 -0.38
P -4.630 -0.074 -0.002 2.33
H 1.776 -0.489 -0.190 0.18
H 0.475 -0.717 -1.418 0.16
H -0.412 -1.553 0.722 0.17
H -0.108 -0.170 1.624 0.18
H 0.243 1.843 -1.335 0.15
H 1.142 1.936 0.292 0.14
H -1.393 0.373 -0.910 0.23
```


(12)
ORCA calculation (ωB97M-V/def2-TZVPD) on C5H7O5Yb as an isolated structure at a distorted geometry.

## Properties
⟨S²⟩ ... 2.00
Kohn-Sham gap (alpha / beta) ... 7.20 / 5.57 eV
Charge ... +1
Multiplicity ... 3

The geometry in XYZ format:
```
18
Properties=species:S:1:pos:R:3:mulliken_spin:R:1
O 3.547 0.174 3.706 0.00
C 2.768 -0.586 4.118 0.00
O 2.209 -1.453 4.657 0.00
O 0.061 2.041 2.302 0.02
C -0.007 0.806 2.149 0.00
O -0.097 0.592 0.746 -0.39
C -0.187 -0.725 0.217 -0.02
C -0.922 -0.730 -1.100 0.02
O -0.498 0.357 -1.880 -0.04
C -1.011 0.338 -3.189 0.00
Yb 0.180 2.963 0.398 2.40
H -0.727 -1.345 0.944 0.00
H 0.836 -1.102 0.089 0.00
H -2.013 -0.675 -0.923 0.00
H -0.711 -1.686 -1.613 0.00
H -0.636 1.230 -3.705 0.01
H -0.678 -0.563 -3.731 0.00
H -2.114 0.365 -3.184 0.00
```


(13)
ORCA calculation (ωB97M-V/def2-TZVPD) on one molecule with the formula C5H7P at a distorted geometry.

## Properties
Structure (SMILES) ... [H]/P=C/[C@H]1C=C1C
Kohn-Sham gap ... 9.46 eV

The geometry in XYZ format:
```
13
Properties=species:S:1:pos:R:3:nbo_charge:R:1
H -3.502 1.546 -0.111 -0.05
P -3.050 0.827 0.967 0.40
C -1.812 0.255 0.090 -0.58
C -0.689 -0.617 0.606 -0.30
C -0.064 -1.762 -0.223 -0.18
C 0.594 -0.648 -0.142 0.04
C 1.794 0.174 -0.263 -0.68
H -1.552 0.856 -0.849 0.21
H -0.872 -0.767 1.602 0.19
H -0.031 -2.752 -0.595 0.23
H 2.610 -0.252 -0.904 0.23
H 1.988 0.339 0.826 0.25
H 1.699 1.021 -0.946 0.24
```


(14)
ORCA calculation (ωB97M-V/def2-TZVPD) on one molecule with the formula C5H7PS at a distorted geometry.

## Properties
Structure (SMILES) ... CS[C@@H]1C=CC=P1
Kohn-Sham gap ... 8.43 eV

The geometry in XYZ format:
```
14
Properties=species:S:1:pos:R:3:nbo_charge:R:1
C -1.949 -0.399 -1.125 -0.70
S -1.584 -1.020 0.594 0.24
C -0.252 0.043 1.106 -0.74
C 0.979 0.451 0.299 -0.16
C 2.054 0.790 0.979 -0.29
C 1.887 0.670 2.408 -0.59
P 0.499 -0.206 2.844 0.64
H -2.731 0.279 -0.979 0.21
H -1.118 0.077 -1.485 0.21
H -2.305 -1.236 -1.795 0.23
H -0.462 1.207 1.120 0.28
H 0.831 0.569 -0.809 0.21
H 2.955 1.228 0.554 0.22
H 2.726 0.845 3.008 0.23
```


(15)
ORCA calculation (ωB97M-V/def2-TZVPD) on one molecule with the formula C5H7PS at a distorted geometry.

## Properties
Structure (SMILES) ... C=C1C=CP(S)C1
Kohn-Sham gap ... 8.88 eV

The geometry in XYZ format:
```
14
Properties=species:S:1:pos:R:3:nbo_charge:R:1
C -2.441 -0.572 0.189 -0.39
C -1.123 -0.175 -0.037 -0.03
C -0.549 1.087 0.432 -0.21
C 0.733 1.416 0.171 -0.49
P 1.818 0.311 -0.857 0.63
S 3.004 -0.566 0.647 -0.30
C 0.100 -0.861 -0.729 -0.66
H -2.822 -1.506 -0.176 0.21
H -3.093 0.090 0.721 0.20
H -1.161 1.762 1.017 0.21
H 1.156 2.343 0.544 0.22
H 4.131 -0.392 -0.043 0.14
H -0.144 -1.203 -1.738 0.23
H 0.392 -1.734 -0.142 0.23
```


In order of appearance, relative energy (zero: lowest compared OMol25 entry of this formula, charge and spin) = 44.3; 25.9; 95.7; 145.2; 81.5; 67.5; 28.6; 22.7; 1.5; 39.1; 98.9; 91.4; 70.0; 43.5; 20.8 kcal/mol.
In order of appearance, energy = -550.3675; -550.3968; -722.7656; -722.6867; -647.5272; -647.5495; -647.6115; -647.6208; -420.4992; -420.4393; -836.8875; -1729.2366; -535.9030; -934.1699; -934.2060 a.u..